# 1
{
  "formula": "C19H22N4OOs",
  "method": "the ωB97M-V functional and the def2-TZVPD basis",
  "lumo_energy_ev": [-17.781, -17.792],
  "homo_lumo_gap_ev": [4.8, 4.8],
  "total_charge": 4,
  "homo_energy_ev": [-22.55, -22.55],
  "elements": ["Os", "C", "C", "C", "C", "C", "C", "C", "N", "N", "C", "C", "C", "C", "C", "C", "N", "C", "C", "C", "C", "C", "C", "N", "H", "H", "H", "H", "H", "H", "H", "H", "H", "H", "H", "H", "H", "H", "H", "H", "H", "H", "H", "H", "O", "H", "H"],
  "coordinates": [[-0.109, -0.888, -0.554], [1.025, 1.969, -0.761], [1.771, 1.289, -1.921], [2.614, 0.149, -1.417], [3.997, 0.131, -1.596], [4.729, -0.894, -1.027], [4.082, -1.900, -0.322], [2.700, -1.839, -0.212], [1.995, -0.831, -0.739], [-0.256, 1.303, -0.406], [-1.305, 1.664, -1.403], [-2.456, 0.698, -1.318], [-3.761, 1.032, -1.662], [-4.759, 0.088, -1.477], [-4.440, -1.162, -0.963], [-3.109, -1.440, -0.677], [-2.148, -0.532, -0.858], [-0.708, 1.778, 0.935], [-0.246, 0.930, 2.092], [-0.133, 1.452, 3.383], [0.084, 0.567, 4.426], [0.192, -0.793, 4.187], [0.114, -1.228, 2.865], [-0.097, -0.378, 1.871], [1.675, 1.977, 0.119], [0.824, 3.012, -1.034], [1.087, 0.923, -2.698], [2.418, 2.028, -2.399], [4.472, 0.914, -2.173], [5.814, -0.908, -1.125], [4.619, -2.727, 0.123], [2.162, -2.626, 0.307], [-1.647, 2.695, -1.236], [-0.885, 1.640, -2.417], [-3.985, 2.014, -2.057], [-5.793, 0.332, -1.720], [-5.196, -1.920, -0.795], [-2.829, -2.418, -0.298], [-0.403, 2.820, 1.091], [-1.807, 1.763, 0.966], [-0.248, 2.514, 3.559], [0.174, 0.944, 5.445], [0.357, -1.511, 4.981], [0.219, -2.281, 2.638], [-0.209, -3.078, -1.126], [0.053, -3.483, -1.969], [-0.650, -3.784, -0.630]],
  "forces_ev_per_a": [[-0.4, 3.0, 4.8], [0.7, 0.2, -0.4], [-0.1, -0.2, 0.1], [1.2, 1.4, -0.9], [-1.1, 0.3, 0.1], [0.8, 0.0, 0.0], [-1.1, -0.2, 0.4], [1.5, -1.7, 0.2], [-2.8, -0.5, -0.4], [0.1, -1.4, -0.4], [-0.3, 0.2, -0.6], [-0.8, 1.6, -0.4], [1.2, 0.1, 0.2], [-0.6, 0.0, -0.1], [0.8, -0.5, 0.4], [-1.9, -1.4, -0.2], [2.9, -0.8, -0.1], [-0.3, 0.0, 0.8], [-0.1, 1.3, -0.1], [-0.1, -0.5, -0.8], [0.1, 0.2, 0.7], [0.0, -0.1, -0.8], [0.3, -1.2, 0.9], [-0.1, -0.4, -3.3], [-0.2, 0.0, 0.0], [-0.2, -0.1, 0.1], [0.1, 0.2, 0.0], [-0.1, -0.1, 0.0], [0.0, 0.0, 0.1], [-0.2, -0.1, -0.1], [0.0, 0.0, 0.1], [0.0, 0.0, -0.1], [0.1, -0.2, 0.0], [0.1, 0.0, 0.2], [0.0, 0.1, 0.0], [0.1, -0.1, 0.0], [0.0, 0.0, 0.0], [0.0, 0.1, -0.1], [0.0, -0.1, -0.2], [0.2, 0.0, -0.1], [0.0, 0.0, -0.1], [0.0, 0.0, -0.2], [0.0, 0.0, -0.1], [0.0, 0.0, -0.1], [0.1, 0.5, 0.3], [0.2, 0.1, -0.1], [-0.1, 0.0, 0.1]]
}


# 2
{
  "formula": "C46H47BCl2IrN5O3P2S3",
  "method": "the ωB97M-V functional and the def2-TZVPD basis",
  "lumo_energy_ev": [-1.639, -4.764],
  "s_squared": 8.79,
  "homo_lumo_gap_ev": [6.6, 5.0],
  "multiplicity": 6,
  "total_charge": 1,
  "homo_energy_ev": [-8.21, -9.73],
  "elements": ["Ir", "C", "P", "C", "C", "C", "C", "C", "C", "C", "C", "C", "C", "C", "C", "C", "C", "C", "C", "C", "P", "C", "C", "C", "C", "C", "C", "C", "C", "C", "C", "C", "C", "N", "H", "H", "H", "H", "H", "H", "H", "H", "H", "H", "H", "H", "H", "H", "H", "H", "H", "H", "H", "H", "H", "H", "H", "H", "H", "H", "C", "N", "C", "C", "N", "B", "N", "C", "C", "N", "C", "C", "S", "C", "S", "H", "H", "H", "H", "H", "H", "H", "H", "H", "H", "H", "H", "C", "C", "C", "C", "C", "C", "C", "S", "O", "O", "O", "H", "H", "H", "H", "H", "H", "H", "Cl", "C", "Cl", "H", "H"],
  "coordinates": [[10.639, 13.910, 12.781], [8.843, 11.175, 12.271], [10.632, 11.357, 12.841], [10.693, 10.258, 14.306], [9.995, 9.053, 14.207], [10.018, 8.150, 15.279], [10.733, 8.423, 16.429], [11.488, 9.602, 16.491], [11.532, 10.480, 15.408], [11.711, 10.289, 11.822], [13.009, 10.042, 12.291], [13.780, 9.041, 11.700], [13.301, 8.334, 10.596], [12.004, 8.580, 10.139], [11.202, 9.554, 10.757], [8.133, 12.434, 12.646], [6.745, 12.724, 12.806], [6.643, 13.904, 13.531], [7.977, 14.338, 13.824], [8.407, 15.596, 14.497], [10.380, 15.983, 14.450], [9.916, 17.752, 14.793], [9.873, 18.194, 16.117], [9.735, 19.561, 16.399], [9.531, 20.475, 15.375], [9.522, 20.010, 14.048], [9.677, 18.656, 13.752], [12.071, 16.546, 14.030], [12.285, 17.236, 12.823], [13.581, 17.535, 12.443], [14.652, 17.232, 13.296], [14.403, 16.727, 14.560], [13.106, 16.385, 14.958], [8.843, 13.425, 13.287], [8.296, 10.360, 12.748], [8.812, 10.971, 11.198], [9.489, 8.792, 13.263], [9.460, 7.206, 15.179], [10.683, 7.773, 17.312], [12.069, 9.848, 17.392], [12.236, 11.326, 15.409], [13.388, 10.621, 13.128], [14.762, 8.828, 12.127], [13.937, 7.577, 10.130], [11.559, 8.009, 9.336], [10.188, 9.714, 10.412], [5.940, 12.101, 12.411], [5.716, 14.381, 13.900], [8.239, 15.511, 15.577], [7.899, 16.485, 14.151], [9.972, 17.493, 16.950], [9.771, 19.872, 17.445], [9.373, 21.524, 15.604], [9.362, 20.709, 13.218], [9.592, 18.317, 12.708], [11.479, 17.460, 12.129], [13.743, 18.008, 11.462], [15.674, 17.409, 12.982], [15.212, 16.542, 15.252], [12.926, 15.980, 15.977], [6.374, 15.098, 9.830], [7.652, 15.090, 9.137], [7.815, 15.064, 7.749], [9.089, 15.427, 7.502], [9.757, 15.628, 8.696], [11.302, 15.867, 8.959], [12.191, 14.589, 8.820], [12.460, 14.036, 7.571], [13.132, 12.890, 7.738], [13.313, 12.711, 9.103], [14.385, 11.857, 9.584], [12.676, 13.765, 9.760], [12.669, 13.945, 11.470], [8.866, 15.418, 9.675], [9.220, 15.556, 11.316], [5.591, 14.772, 9.134], [6.148, 16.079, 10.241], [6.414, 14.406, 10.674], [7.007, 14.770, 7.081], [9.679, 15.507, 6.583], [11.404, 16.288, 10.054], [11.672, 16.624, 8.094], [12.063, 14.556, 6.681], [13.481, 12.155, 7.010], [14.143, 10.815, 9.350], [14.514, 12.016, 10.646], [15.316, 12.113, 9.081], [5.914, 12.416, 18.891], [7.281, 12.675, 18.333], [8.261, 13.376, 19.044], [9.503, 13.657, 18.484], [9.796, 13.198, 17.208], [8.888, 12.401, 16.514], [7.634, 12.197, 17.059], [11.225, 13.980, 16.412], [12.251, 14.056, 17.406], [11.642, 13.475, 15.101], [10.590, 15.441, 16.082], [5.739, 13.034, 19.774], [5.755, 11.383, 19.188], [5.139, 12.645, 18.163], [8.041, 13.685, 20.077], [10.254, 14.247, 19.040], [9.175, 11.925, 15.581], [6.854, 11.696, 16.465], [7.990, 9.962, 8.577], [8.326, 11.673, 8.268], [9.826, 12.210, 9.073], [7.540, 12.276, 8.679], [8.438, 11.820, 7.195]],
  "forces_ev_per_a": [[2.5, 0.9, -1.4], [0.2, 0.0, -0.3], [-0.2, -0.8, -0.3], [0.3, -0.1, 0.1], [0.0, -0.3, 0.4], [-0.5, -0.5, -0.8], [0.1, 0.7, 0.6], [0.4, 0.0, 0.1], [-0.1, 0.1, 0.0], [-0.3, 0.0, -0.2], [-0.2, -0.2, -0.4], [0.1, 0.5, 0.2], [-0.3, -0.1, 0.1], [-0.1, 0.4, 0.3], [0.6, -0.4, -0.1], [-2.4, 0.1, 0.6], [1.9, -1.8, -1.2], [1.3, 1.7, 1.3], [-2.3, -0.5, -0.5], [-0.7, -1.3, 0.5], [-0.9, 1.4, 1.1], [-0.4, 0.0, 0.5], [0.3, 0.3, 0.0], [-0.3, -0.4, 0.1], [0.2, -0.4, -0.4], [-0.3, 0.2, 0.0], [0.0, 0.2, -0.1], [1.2, 0.5, 0.7], [0.2, -0.8, 0.0], [0.3, 0.2, -0.1], [-0.3, 0.2, -0.3], [-0.3, -0.3, 0.3], [0.1, -0.2, -0.2], [-2.2, 0.0, 1.2], [0.4, -0.1, 0.1], [0.1, 0.2, 0.1], [0.1, 0.1, 0.7], [0.3, 0.5, 0.1], [0.1, 0.2, -0.5], [-0.2, -0.3, -0.5], [-0.6, -0.4, 0.1], [0.1, -0.2, 0.0], [-0.2, 0.0, -0.3], [-0.3, 0.2, 0.1], [0.2, -0.1, -0.1], [0.2, -0.1, 0.0], [0.2, 0.2, 0.3], [0.8, -0.2, -0.4], [0.3, 0.2, 0.0], [0.0, 0.1, -0.3], [0.1, 0.3, -0.4], [-0.1, 0.0, -0.4], [0.1, -0.1, -0.1], [0.0, -0.3, 0.4], [0.2, 0.2, 0.6], [0.1, -0.2, 0.2], [0.0, -0.3, 0.5], [-0.1, 0.1, 0.0], [0.1, 0.1, 0.0], [0.3, 0.4, -1.0], [-0.1, -0.6, 0.3], [0.8, 0.4, -0.7], [-0.5, 0.1, 0.2], [1.4, -0.2, -0.6], [-0.4, -0.7, 0.0], [-0.2, 0.8, -0.5], [-0.5, -1.0, -0.4], [-1.0, 1.2, -0.2], [0.3, -0.7, 0.1], [-0.6, 1.4, -0.3], [-0.1, -0.4, 0.1], [0.7, -0.7, -1.3], [-0.1, -0.2, 0.5], [-0.1, -0.1, -0.3], [-0.4, 0.2, 0.8], [0.2, 0.2, 0.2], [0.0, 0.2, -0.2], [0.0, 0.0, -0.1], [0.3, 0.3, 0.3], [-0.7, -0.1, 0.3], [0.2, 0.2, 0.2], [0.0, 0.0, 0.0], [0.6, -0.6, 0.7], [0.0, 0.4, 0.4], [0.0, 0.2, 0.3], [-0.1, -0.2, 0.2], [0.0, 0.1, 0.0], [-0.1, 0.4, 0.3], [0.6, -0.1, -0.5], [-0.2, -0.2, 0.6], [0.4, 0.5, 0.4], [0.3, 0.4, -0.7], [0.2, 0.1, -0.3], [-0.7, -0.2, 0.1], [-0.1, -0.2, -0.3], [-0.5, 0.6, -0.3], [-0.7, -0.2, 1.1], [0.7, -0.7, -0.5], [0.0, 0.0, -0.1], [0.2, -0.2, 0.0], [0.0, 0.1, -0.1], [0.2, 0.0, -0.6], [-0.6, -0.4, -0.4], [-0.2, 0.4, 0.0], [0.6, 0.0, 0.3], [0.0, 0.1, 0.0], [0.6, -0.1, -0.1], [-0.1, 0.0, -0.3], [-0.4, 0.1, 0.1], [0.0, 0.0, 0.2]]
}


# 3
{
  "formula": "C4H8N2S",
  "method": "the ωB97M-V functional and the def2-TZVPD basis",
  "de_lowest_kj_mol": 323.2,
  "lumo_energy_ev": 0.756,
  "homo_lumo_gap_ev": 9.1,
  "homo_energy_ev": -8.32,
  "elements": ["C", "N", "C", "S", "N", "C", "C", "H", "H", "H", "H", "H", "H", "H", "H"],
  "coordinates": [[-1.933, -0.118, -0.286], [-1.203, 0.933, 0.326], [0.238, 1.199, 0.101], [0.951, 2.576, 0.584], [0.855, 0.238, -0.552], [0.840, -1.182, 0.129], [2.117, -0.457, -0.096], [-1.723, -0.047, -1.346], [-3.009, 0.171, -0.033], [-1.703, -1.290, 0.038], [-1.744, 1.867, 0.562], [0.514, -2.015, -0.593], [0.302, -1.000, 1.122], [2.895, -0.863, -0.814], [2.601, -0.013, 0.858]],
  "forces_ev_per_a": [[-1.3, -1.8, 0.3], [2.6, 3.6, 1.4], [-3.9, 0.9, 1.3], [0.1, 0.8, 0.3], [2.3, -5.1, -0.6], [-1.6, 1.1, -0.9], [0.6, 1.0, 1.6], [-0.5, -0.5, -0.5], [1.3, -1.1, -0.7], [-0.6, 3.2, -0.4], [1.7, -2.8, -0.6], [0.5, 1.3, 1.5], [1.1, -1.1, -1.4], [-1.5, 0.9, 0.5], [-0.9, -0.6, -1.8]]
}


# 4
{
  "formula": "C9H21N2O",
  "method": "the ωB97M-V functional and the def2-TZVPD basis",
  "de_lowest_kj_mol": 584.5,
  "lumo_energy_ev": [-5.280, -5.365],
  "homo_lumo_gap_ev": [6.9, 6.4],
  "total_charge": 1,
  "homo_energy_ev": [-12.14, -11.78],
  "elements": ["C", "C", "C", "C", "C", "C", "C", "C", "C", "N", "N", "O", "H", "H", "H", "H", "H", "H", "H", "H", "H", "H", "H", "H", "H", "H", "H", "H", "H", "H", "H", "H", "H"],
  "coordinates": [[3.253, 1.234, -0.712], [2.720, 0.649, 0.337], [-0.682, 1.570, 1.124], [-1.563, 1.451, -1.220], [-2.838, -0.498, 0.944], [-1.620, -1.676, -0.913], [1.436, -0.967, 1.430], [2.139, -1.392, -0.771], [-0.854, 0.581, -0.057], [-1.647, -0.535, 0.083], [1.816, -0.411, 0.234], [0.306, 0.448, -0.708], [4.108, 1.829, -0.374], [2.867, 1.121, -1.694], [3.209, 0.727, 1.268], [-1.684, 2.018, 1.449], [-0.268, 1.099, 1.901], [0.096, 2.255, 0.737], [-2.551, 1.745, -0.904], [-0.963, 2.323, -1.588], [-1.872, 0.932, -2.159], [-2.727, -1.210, 1.675], [-2.868, 0.510, 1.439], [-3.763, -0.725, 0.448], [-1.215, -2.660, -0.591], [-2.577, -1.984, -1.380], [-1.086, -1.432, -1.826], [0.465, -1.622, 1.370], [2.240, -1.735, 1.748], [1.450, -0.293, 2.160], [1.377, -2.192, -0.934], [2.320, -0.811, -1.730], [3.111, -1.709, -0.431]],
  "forces_ev_per_a": [[0.8, 0.9, 1.3], [0.5, -0.8, -0.9], [-2.4, 1.7, -2.8], [-0.1, 1.2, -2.7], [0.9, 2.6, -0.7], [-0.1, 0.2, -0.5], [-1.0, -6.4, 0.4], [0.2, 0.8, -2.4], [0.0, 1.7, -1.0], [-1.3, -3.3, -0.3], [-1.4, 1.0, -2.0], [0.6, -1.0, -0.1], [-0.3, 0.2, -1.2], [0.1, 0.2, -0.7], [0.0, 0.3, 1.3], [1.8, -0.2, -0.6], [1.4, -2.0, 3.2], [-1.0, 0.2, 0.4], [-0.1, 0.4, 1.0], [-0.5, -0.7, 0.8], [1.0, -0.5, 0.8], [0.2, -1.7, 2.0], [-0.4, -1.2, -0.5], [-0.3, 0.2, -0.7], [0.1, 0.8, 0.6], [-0.3, 0.7, 1.0], [0.6, 0.5, 0.2], [1.7, 1.6, 0.1], [-0.9, 0.9, -0.5], [-0.6, 2.8, 3.1], [0.7, 0.8, 0.5], [-0.4, -1.1, 1.0], [0.4, -1.0, -0.2]]
}


# 5
{
  "formula": "C5H12FN3P",
  "method": "the ωB97M-V functional and the def2-TZVPD basis",
  "de_lowest_kj_mol": 177.4,
  "lumo_energy_ev": [-4.931, -4.931],
  "homo_lumo_gap_ev": [6.3, 6.3],
  "total_charge": 1,
  "homo_energy_ev": [-11.25, -11.26],
  "elements": ["C", "P", "C", "F", "C", "N", "C", "C", "N", "N", "H", "H", "H", "H", "H", "H", "H", "H", "H", "H", "H", "H"],
  "coordinates": [[2.738, -0.429, -0.975], [1.277, -0.160, -0.189], [1.370, 1.412, 0.798], [0.086, 1.910, 0.876], [0.325, -1.349, 0.952], [-1.025, -0.973, 1.183], [-1.954, -1.073, 0.084], [-1.644, 0.050, -0.818], [-2.191, 1.227, -0.857], [0.077, -0.030, -1.353], [3.595, 0.140, -0.674], [2.879, -1.342, -1.517], [1.989, 2.154, 0.285], [1.726, 1.254, 1.819], [0.860, -1.398, 1.904], [0.358, -2.334, 0.473], [-1.129, -0.121, 1.723], [-2.978, -0.998, 0.459], [-1.813, -2.037, -0.412], [-3.029, 1.439, -0.325], [-1.764, 1.997, -1.360], [0.246, 0.660, -2.076]],
  "forces_ev_per_a": [[-1.5, 0.2, 0.9], [1.7, -0.4, 0.7], [0.7, -0.5, -0.2], [-0.9, 0.4, 0.1], [1.3, 0.2, -0.7], [-0.8, 0.4, 0.2], [-0.5, -0.4, 0.3], [5.2, 1.3, -0.8], [0.1, -1.0, -0.1], [-5.4, 0.1, 0.3], [0.2, 0.3, 0.0], [0.1, -0.3, -0.2], [0.0, -0.2, 0.1], [0.1, -0.1, -0.2], [0.0, -0.1, -0.1], [0.1, 0.1, 0.1], [0.0, -0.1, 0.0], [0.0, -0.1, -0.1], [-0.1, 0.2, -0.1], [-0.2, -0.1, -0.2], [0.1, -0.1, 0.1], [0.0, 0.0, -0.1]]
}


# 6
{
  "formula": "C7H13NO3",
  "method": "the ωB97M-V functional and the def2-TZVPD basis",
  "de_lowest_kj_mol": 586.0,
  "lumo_energy_ev": 0.702,
  "homo_lumo_gap_ev": 10.0,
  "homo_energy_ev": -9.27,
  "elements": ["C", "C", "O", "C", "N", "O", "H", "H", "H", "H", "H", "H", "H", "C", "C", "C", "C", "O", "H", "H", "H", "H", "H", "H"],
  "coordinates": [[-2.771, -0.386, -2.306], [-1.633, -0.896, -1.396], [-1.306, -2.219, -1.785], [-1.894, -0.763, 0.092], [-1.085, -0.092, 0.797], [-1.233, -0.219, 2.162], [-2.437, -0.378, -3.353], [-3.056, 0.635, -2.007], [-3.651, -1.019, -2.187], [-0.774, -0.214, -1.579], [-1.405, -2.862, -1.075], [-2.783, -1.226, 0.523], [-1.482, 0.665, 2.467], [2.166, 0.237, 2.666], [2.072, 0.329, 1.441], [1.862, 0.964, 0.158], [2.619, 0.537, -1.113], [1.980, 2.404, 0.321], [2.386, 0.314, 3.696], [0.837, 0.657, -0.075], [2.236, 1.177, -1.944], [3.704, 0.723, -1.057], [2.470, -0.506, -1.419], [1.488, 2.823, -0.406]],
  "forces_ev_per_a": [[0.1, 0.1, 0.7], [0.1, 1.3, -0.2], [0.1, -0.1, 0.0], [-0.3, -0.2, -0.2], [0.6, 0.0, -1.2], [-1.2, 0.0, 0.6], [-0.2, -0.1, 0.4], [0.2, -0.2, -0.2], [0.0, -0.1, -0.2], [-0.1, -0.6, 0.0], [0.0, 0.3, 0.1], [0.1, -0.4, 0.2], [0.4, 0.0, 0.1], [0.0, 0.3, -3.5], [1.0, 0.4, 3.6], [-0.7, 0.0, -1.7], [0.7, 0.4, -0.3], [-0.3, -0.6, -0.1], [-0.1, -0.4, 0.4], [-0.2, 0.6, 0.1], [0.2, -0.5, 0.6], [-0.4, -0.1, 0.1], [-0.1, 0.2, 0.4], [0.3, -0.3, 0.4]]
}


| no. | electronic energy (eV) |
| --- | --- |
| 1 | -30488.844 |
| 2 | -141692.485 |
| 3 | -18090.392 |
| 4 | -14688.625 |
| 5 | -21846.425 |
| 6 | -15097.338 |